Record 1
Computed, not measured: 2 unconnected molecules or ions with the total composition C5H7F2N2 in a non-equilibrium geometry, with the ωB97M-V functional and the def2-TZVPD basis.

Its spin multiplicity is 1. Its net charge is +1. The value obtained for the highest occupied orbital energy (spin up / spin down) is -14.12 / -13.20 eV. The HOMO-LUMO gap (spin up / spin down) is 9.097 / 5.780 eV. The LUMO energy (spin up / spin down) is -0.1845 / -0.2728 hartree.

Positions of all 16 atoms, in Å:
C 0.82 -1.16 -1.08
C -0.25 -0.35 -1.15
C 2.05 0.73 -0.06
C 2.07 -0.74 -0.44
C -1.71 1.55 1.21
N 1.04 1.49 -0.28
N -0.08 0.98 -0.76
F 3.15 1.09 0.55
F -0.79 2.05 -1.36
H 0.62 -2.14 -1.31
H -1.23 -0.57 -1.48
H 2.27 -1.33 0.59
H 2.87 -1.14 -1.11
H -2.58 1.78 0.62
H -1.42 0.95 2.05
H -0.94 2.25 1.00

Quick look at the Mulliken charges, all values in e: number 1, C, carries -0.48; number 2, C, carries -0.31; number 3, C, carries 0.46; number 4, C, carries -0.28; number 5, C, carries -0.65; number 6, N, carries -0.62; number 7, N, carries 0.57; number 8, F, carries -0.20; number 9, F, carries -0.15; number 10, H, carries 0.45; number 11, H, carries 0.54; number 12, H, carries 0.31; number 13, H, carries 0.35; number 14, H, carries 0.35; number 15, H, carries 0.36; number 16, H, carries 0.30

=====

Record 2
Computed, not measured: a gas-phase ion, CH5N2S (charge +1) in a non-equilibrium geometry, with the ωB97M-V functional and the def2-TZVPD basis.

Its spin multiplicity is 1. As for the structure (SMILES): N/C=[NH+]/S. Its net charge is +1. The value obtained for the highest occupied orbital energy is -14.06 eV. The HOMO-LUMO gap is 9.658 eV. The LUMO energy is -0.1617 hartree.

Positions of all 9 atoms, in Å:
N 0.95 1.05 0.64
C 0.02 0.19 0.37
N -0.17 -0.50 -0.73
S -1.23 -1.74 -1.11
H 1.07 1.34 1.62
H 1.62 1.38 -0.06
H -0.52 -0.41 1.10
H 0.44 -0.22 -1.58
H -2.18 -1.10 -0.27

Quick look at the Mulliken charges, all values in e: number 1, N, carries -0.29; number 2, C, carries 0.32; number 3, N, carries -0.34; number 4, S, carries 0.02; number 5, H, carries 0.27; number 6, H, carries 0.25; number 7, H, carries 0.28; number 8, H, carries 0.29; number 9, H, carries 0.20

=====

Record 3
Computed, not measured: CH4N2O2S in the gas phase in a non-equilibrium geometry, with the ωB97M-V functional and the def2-TZVPD basis.

Its spin multiplicity is 1. As for the structure (SMILES): [H]/N=C/S(N)(=O)=O. The value obtained for the highest occupied orbital energy is -10.33 eV. The HOMO-LUMO gap is 10.485 eV. The LUMO energy is 0.0056 hartree.

Positions of all 10 atoms, in Å:
H -2.46 -0.65 0.88
N -1.49 -0.22 0.71
C -0.59 -0.98 0.33
S 0.97 -0.06 0.03
N 0.43 1.40 -0.63
O 1.81 -0.63 -1.07
O 1.59 0.12 1.31
H -0.50 -2.14 0.21
H 0.75 1.78 -1.49
H -0.51 1.40 -0.28

Quick look at the Mulliken charges, all values in e: number 1, H, carries 0.27; number 2, N, carries -0.56; number 3, C, carries 0.09; number 4, S, carries 0.99; number 5, N, carries -0.48; number 6, O, carries -0.63; number 7, O, carries -0.55; number 8, H, carries 0.33; number 9, H, carries 0.26; number 10, H, carries 0.28

=====

Record 4
Computed, not measured: a molecular structure, C21H36MoP2S in a non-equilibrium geometry, with the ωB97M-V functional and the def2-TZVPD basis.

Its spin multiplicity is 3. Its net charge is +2. The value obtained for the highest occupied orbital energy (spin up / spin down) is -12.60 / -12.81 eV. The HOMO-LUMO gap (spin up / spin down) is 4.960 / 5.251 eV. The LUMO energy (spin up / spin down) is -0.2808 / -0.2776 hartree.

Positions of all 61 atoms, in Å:
P -0.41 -1.22 -2.45
P 0.63 2.19 -2.25
C -0.03 -0.07 -3.88
C 1.03 1.01 -3.61
H -0.98 0.39 -4.20
H 0.30 -0.68 -4.73
H 2.01 0.56 -3.42
H 1.14 1.64 -4.50
C -0.35 3.48 -3.10
H -0.49 4.33 -2.42
H -1.34 3.09 -3.37
H 0.15 3.83 -4.01
C 2.17 2.97 -1.75
H 2.47 3.69 -2.53
H 2.99 2.25 -1.64
H 2.03 3.52 -0.81
C -1.92 -2.27 -2.84
H -1.94 -3.15 -2.18
H -1.88 -2.62 -3.87
H -2.85 -1.71 -2.71
C 0.58 -2.67 -3.43
H 1.57 -2.32 -3.73
H 0.03 -2.95 -4.34
H 0.68 -3.56 -2.79
Mo 1.20 0.68 3.25
C -0.70 1.37 -1.40
C -1.50 0.09 -1.67
C -2.08 -0.56 -0.40
C -1.13 -1.66 0.18
C -0.05 -2.11 -0.74
C 1.02 -1.29 -1.36
C 1.39 -0.04 -0.55
C 0.27 0.95 -0.19
C 0.89 -1.36 3.21
H -1.40 2.14 -1.03
H -2.29 0.31 -2.40
H -3.05 -1.03 -0.62
H -2.30 0.20 0.36
H -0.72 -1.34 1.15
H -1.76 -2.53 0.41
H 0.05 -3.20 -0.84
H 1.90 -1.84 -1.72
H 2.21 0.46 -1.08
H 1.85 -0.40 0.39
H -0.34 0.56 0.63
H 0.72 1.85 0.26
H 1.77 -1.64 3.83
H 1.03 -1.76 2.19
H -0.03 -1.74 3.67
S -0.46 2.31 3.42
C -0.42 1.26 4.77
C 0.89 1.08 5.38
C 1.08 0.11 6.39
C -0.03 -0.64 6.80
C -1.31 -0.42 6.25
C -1.53 0.53 5.27
H 1.72 1.68 4.91
H 2.08 -0.03 6.81
H 0.09 -1.41 7.58
H -2.14 -1.01 6.62
H -2.50 0.71 4.81

Quick look at the Mulliken charges, all values in e: number 1, P, carries 1.26; number 2, P, carries 0.58; number 3, C, carries -1.12; number 4, C, carries -1.12; number 5, H, carries 0.45; number 6, H, carries 0.65; number 7, H, carries 0.40; number 8, H, carries 0.71; number 9, C, carries -1.30; number 10, H, carries 0.42; number 11, H, carries 0.40; number 12, H, carries 0.48; number 13, C, carries -1.33; number 14, H, carries 0.43; number 15, H, carries 0.43; number 16, H, carries 0.46; number 17, C, carries -1.34; number 18, H, carries 0.35; number 19, H, carries 0.51; number 20, H, carries 0.41; number 21, C, carries -1.79; number 22, H, carries 0.53; number 23, H, carries 0.53; number 24, H, carries 0.29; number 25, Mo, carries 0.58; number 26, C, carries -0.57; number 27, C, carries -0.58; number 28, C, carries -1.61; number 29, C, carries -0.06; number 30, C, carries -1.18; number 31, C, carries 0.18; number 32, C, carries -1.25; number 33, C, carries -0.96; number 34, C, carries -1.63; number 35, H, carries 0.74; number 36, H, carries 0.64; number 37, H, carries 0.33; number 38, H, carries 0.48; number 39, H, carries -0.47; number 40, H, carries 0.68; number 41, H, carries 0.47; number 42, H, carries 0.72; number 43, H, carries 0.43; number 44, H, carries 0.64; number 45, H, carries 0.36; number 46, H, carries 0.81; number 47, H, carries 0.66; number 48, H, carries 0.53; number 49, H, carries 0.31; number 50, S, carries -0.23; number 51, C, carries 0.48; number 52, C, carries -0.21; number 53, C, carries -0.68; number 54, C, carries -0.44; number 55, C, carries -0.47; number 56, C, carries -0.54; number 57, H, carries 0.79; number 58, H, carries 0.48; number 59, H, carries 0.43; number 60, H, carries 0.41; number 61, H, carries 0.46

=====

Which energy relative to the best compared isomer or geometry (same formula, charge and spin) belongs to each record? In order, 7.233, 0.845, 1.744, 1.562 eV.